Record 1
The ion C4H11N2O2 with charge +1 in a non-equilibrium geometry. Source: OMol25; level of theory: ωB97M-V/def2-TZVPD.

Last column: natural (NBO) charge in e.
Atoms and positions in Å:
1 C 1.09054 0.89425 0.96123  0.535
2 C 2.08070 2.02710 0.72612  -0.681
3 C -2.06444 -2.03813 -0.95136  -0.680
4 C -0.87759 -1.21996 -1.11791  0.370
5 N 0.92819 0.36330 2.20330  -0.724
6 N 0.16663 0.53294 0.06281  -0.263
7 O -0.99637 -0.21770 -2.08071  -0.718
8 O -0.70528 -0.54169 0.19447  -0.373
9 H 2.77901 2.00517 -0.07572  0.274
10 H 1.45920 2.91528 0.63585  0.270
11 H 2.58714 2.29852 1.56492  0.253
12 H -2.81624 -1.36670 -0.46855  0.245
13 H -1.76660 -2.95145 -0.60310  0.252
14 H -2.36378 -2.38840 -1.93168  0.258
15 H 0.12974 -1.64596 -1.45188  0.196
16 H 1.67791 0.52294 2.80226  0.405
17 H 0.41397 -0.41317 2.52182  0.436
18 H 0.08093 0.87910 -1.01324  0.453
19 H -1.80366 0.34458 -1.97863  0.492

Calculated values
Energy above the lowest of the compared OMol25 structures with the same formula, charge and spin, kcal/mol: 75.3
LUMO, eV: -3.28
HOMO level, eV: -14.36
SMILES string: C/C(N)=[NH+]/O[C@@H](C)O
Energy, Eh: -418.67982
Total charge: +1

***

Record 2
A cluster of 2 separate species, C3H12N2OS in total in a non-equilibrium geometry. Source: OMol25; level of theory: ωB97M-V/def2-TZVPD.

Last column: natural (NBO) charge in e.
Atoms and positions in Å:
1 N 0.49511 1.21997 -2.00754  -0.876
2 C 0.00772 0.15907 -1.07296  -0.102
3 C 1.09947 -0.09416 -0.15324  -0.426
4 S 0.88326 -1.68762 0.85235  -0.133
5 C -1.36570 0.25134 -0.48174  -0.228
6 N -2.19127 0.98128 -1.49188  -0.876
7 H -0.28564 1.92291 -2.23359  0.397
8 H 0.78950 -2.67686 0.04007  0.108
9 H 1.00232 0.93792 -2.83337  0.373
10 H -0.02401 -0.76481 -1.65271  0.158
11 H 1.11508 0.53715 0.69592  0.231
12 H 2.17394 -0.24399 -0.61067  0.232
13 H -1.80151 -0.69498 -0.05358  0.206
14 H -1.18139 0.96293 0.27058  0.195
15 H -3.11744 1.39121 -1.10676  0.374
16 H -2.33813 0.53673 -2.37945  0.364
17 H 0.62693 -0.02184 3.41643  0.465
18 H -0.22847 0.95685 3.69568  0.456
19 O 0.32010 0.85656 2.98218  -0.918

Calculated values
Energy above the lowest of the compared OMol25 structures with the same formula, charge and spin, kcal/mol: 46.5
LUMO, eV: 0.68
HOMO level, eV: -8.70
SMILES string: NC[C@@H](N)CS.O
Energy, Eh: -704.36414

***

Record 3
A structure of composition C16H26AsF6NO11P2RuS in a non-equilibrium geometry. Source: OMol25; level of theory: ωB97M-V/def2-TZVPD.

Last column: natural (NBO) charge in e.
Atoms and positions in Å:
1 Ru 0.23567 0.11112 0.97094  1.451
2 O 1.48889 3.12667 2.95056  -0.988
3 P 0.00755 2.68534 2.59671  2.557
4 O -1.00904 3.70657 2.80797  -1.072
5 O 0.07090 2.06931 1.14999  -1.014
6 O -0.08542 1.38883 3.57378  -1.099
7 P -1.05863 0.10752 3.35438  2.547
8 O -1.73422 -0.14754 4.74573  -0.965
9 O -2.03744 0.45594 2.28642  -1.095
10 O -0.13375 -1.02377 2.92644  -1.083
11 H 1.56793 4.08792 2.99810  0.527
12 H -1.17667 -0.58722 5.39972  0.525
13 C -3.63393 2.45828 0.71263  -0.616
14 C -2.65479 2.24395 -0.42765  -0.681
15 As -1.65280 0.58650 -0.60411  1.243
16 C -2.91333 -0.87870 -0.82752  -0.728
17 C -3.40380 -1.57543 0.43430  -0.608
18 C -0.85714 0.78289 -2.37389  -0.742
19 C -1.84586 1.04859 -3.50596  -0.639
20 H -4.16604 3.39269 0.52759  0.224
21 H -3.13275 2.53926 1.66900  0.253
22 H -4.37236 1.65750 0.76900  0.202
23 H -1.90192 3.03177 -0.46718  0.253
24 H -3.18296 2.24500 -1.38467  0.233
25 H -2.42180 -1.57086 -1.51494  0.245
26 H -3.74612 -0.42975 -1.37375  0.247
27 H -2.58533 -1.97593 1.03553  0.192
28 H -4.05660 -2.40431 0.16018  0.224
29 H -3.95309 -0.89644 1.08216  0.237
30 H -0.31300 -0.14704 -2.57191  0.283
31 H -0.11243 1.57732 -2.29903  0.244
32 H -2.62218 0.28419 -3.55891  0.205
33 H -1.29807 1.01322 -4.44760  0.291
34 H -2.32040 2.02568 -3.42991  0.202
35 N 0.35726 -1.88287 0.28742  -0.803
36 C 0.64041 -1.86513 -1.13996  0.157
37 C 1.61929 -1.01303 -1.63498  -0.293
38 C 1.68428 -0.80553 -3.00410  -0.163
39 C 0.78044 -1.42931 -3.85493  -0.299
40 C -0.12486 -2.35309 -3.34898  -0.174
41 C -0.20264 -2.57125 -1.98308  -0.284
42 S 0.67715 -0.91510 -5.58128  2.424
43 O -0.65443 -1.34876 -5.96469  -1.011
44 O 0.83749 0.52481 -5.46762  -1.016
45 O 1.77182 -1.61220 -6.22066  -0.980
46 H -0.52059 -2.37277 0.44607  0.420
47 H 1.05494 -2.33713 0.87984  0.441
48 H 2.28982 -0.48521 -0.96965  0.241
49 H 2.38515 -0.09456 -3.42157  0.259
50 H -0.80870 -2.83219 -4.03736  0.264
51 H -0.94533 -3.24895 -1.57220  0.215
52 C 3.05599 0.05682 3.69414  -0.648
53 C 3.21833 -0.19780 2.20187  0.110
54 O 2.07767 0.15487 1.48834  -0.703
55 C 4.36376 0.67252 1.62699  0.965
56 F 5.55210 0.30619 2.12202  -0.313
57 F 4.42544 0.59129 0.29423  -0.309
58 F 4.16031 1.95370 1.94700  -0.309
59 C 3.52146 -1.69833 1.97538  0.962
60 F 3.75314 -1.98990 0.69027  -0.311
61 F 4.55899 -2.11698 2.69509  -0.300
62 F 2.44815 -2.43241 2.34520  -0.334
63 H 2.76087 1.08996 3.84590  0.256
64 H 3.99260 -0.13667 4.21473  0.240
65 H 2.28062 -0.60005 4.08251  0.240

Calculated values
<S²>: 6.030
LUMO (spin up / spin down), eV: -2.32 / -3.89
HOMO level (spin up / spin down), eV: -8.43 / -8.43
2S+1: 5
Energy, Eh: -5518.63715

***

Record 4
An isolated molecule of C4H7N3. Source: OMol25; level of theory: ωB97M-V/def2-TZVPD.

Last column: natural (NBO) charge in e.
Atoms and positions in Å:
1 C 2.19269 0.18155 0.43762  -0.419
2 N 1.06966 0.78891 -0.26202  -0.599
3 C -0.09504 -0.03899 -0.26362  -0.078
4 N -1.12778 0.43565 -1.18447  -0.125
5 N -2.18083 0.09694 -0.56996  -0.192
6 C -2.01543 -0.47431 0.69362  -0.247
7 C -0.67898 -0.53918 1.01905  -0.167
8 H 1.87846 -0.05558 1.45651  0.229
9 H 2.54831 -0.75677 -0.02440  0.163
10 H 3.02333 0.89344 0.47298  0.200
11 H 1.31502 1.02646 -1.21763  0.363
12 H -3.06770 0.21663 -1.05551  0.411
13 H -2.91259 -0.72658 1.24724  0.212
14 H 0.05088 -1.04816 -0.74942  0.249

Calculated values
Energy above the lowest of the compared OMol25 structures with the same formula, charge and spin, kcal/mol: 99.6
LUMO (spin up / spin down), eV: -0.21 / -0.21
HOMO level (spin up / spin down), eV: -8.27 / -8.27
Energy, Eh: -320.72455

***

Q: The lowest energy belongs to which entry?
A: C16H26AsF6NO11P2RuS